Entry 1:
C3H6NOP | wB97M-V/def2-TZVPD

Each line ends with the Mulliken charge.
CARTESIAN COORDINATES (ANGSTROEM)
C -0.33567 1.18956 -0.22494  -0.115
C 1.70717 -0.21744 -0.06946  -1.003
C 0.46675 0.33075 0.50853  0.003
N -1.03216 -1.16433 0.04475  -0.341
O -1.51427 1.53694 0.02123  -0.548
P -2.42271 -0.55218 -0.08790  0.184
H 0.08049 1.55791 -1.09306  0.431
H 1.46277 -0.40823 -1.12830  0.330
H 1.86584 -1.21770 0.41365  0.291
H 2.68161 0.37279 0.20376  0.297
H 0.23180 0.33453 1.57135  0.383
H -3.19162 -1.76260 -0.15960  0.088

Computed properties:
HOMO energy = -8.663 eV

---

Entry 2:
C5H10O | wB97M-V/def2-TZVPD

Each line ends with the Mulliken charge.
CARTESIAN COORDINATES (ANGSTROEM)
C 0.43920 -2.88074 0.87319  -1.027
C 0.58296 -1.76391 -0.10552  0.013
C 0.37295 -0.51210 0.27173  -0.280
O 0.27324 0.52559 -0.59161  -0.375
C -0.28731 1.67996 0.00734  -0.214
C -0.65481 2.62366 -1.11131  -1.211
H 0.15858 -2.50980 1.86712  0.290
H -0.37203 -3.54425 0.54636  0.270
H 1.37404 -3.43971 0.94969  0.285
H 0.79886 -1.99887 -1.14578  0.347
H 0.25807 -0.26260 1.32894  0.267
H 0.45218 2.11923 0.69165  0.313
H -1.17325 1.40715 0.60193  0.360
H -0.97813 3.58884 -0.71306  0.375
H -1.46054 2.19546 -1.71527  0.289
H 0.21598 2.77210 -1.75540  0.298

Computed properties:
SMILES = C/C=C/OCC
HOMO energy = -8.381 eV

---

Energy above the lowest of the compared OMol25 structures with the same formula, charge and spin list, top to bottom, in kcal per mole: 100.7 26.9
F_max list, top to bottom, in eV/Å: 3.06 0.32